24
Properties=species:S:1:pos:R:3:lowdin_charge:R:1 method="wB97M-V/def2-TZVPD" total_charge=0 relative_energy_kcal_mol=53.2 gap_ev=9.1 e_tot_ev=-11605.3289 e_homo_ev=-8.32 multiplicity=1 smiles=Cc1ccc(O)cc1.CC
C -1.4940 0.6625 2.9355 -0.08
C -1.5385 0.2871 1.5097 -0.32
C -1.5239 -1.0732 1.2337 -0.01
C -1.3598 -1.4273 -0.1703 -0.03
C -1.2564 -0.4477 -1.0961 -0.37
O -1.5286 -0.5309 -2.4027 0.02
C -1.2465 0.9868 -0.7577 -0.02
C -1.2260 1.2408 0.5662 -0.10
H -1.9390 1.6330 3.0566 0.07
H -0.5424 0.7279 3.4111 0.07
H -2.0646 -0.0185 3.6486 0.10
H -1.4895 -1.7203 2.1192 0.11
H -1.4169 -2.4934 -0.4473 0.11
H -1.2895 -1.4215 -2.7767 0.14
H -1.1762 1.7317 -1.6664 0.16
H -0.6992 2.2414 0.7834 0.15
C 2.6583 -0.0834 -2.0138 -0.19
C 2.7264 -0.0635 -0.5038 -0.20
H 3.3990 0.7371 -2.4659 0.10
H 2.9559 -1.1546 -2.3518 0.09
H 1.6306 0.2613 -2.2641 0.05
H 3.1358 0.9820 -0.2774 0.09
H 3.4003 -0.8078 -0.1947 0.03
H 1.8847 -0.2495 0.1246 0.04